#one
100
Properties=species:S:1:pos:R:3 method="wB97M-V/def2-TZVPD" charge=0 orbital_gap_ha=0.3087 e_lumo_ev=-0.16
C 3.55021 0.19498 2.72755
C 3.28461 0.40353 1.30040
O 2.32196 1.44696 1.25358
C 2.34103 2.10740 2.38943
O 1.74421 3.11066 2.57085
O 3.08710 1.46315 3.26091
F 3.00624 -0.67508 0.54740
H 4.56492 -0.02471 3.05953
H 2.93077 -0.59910 3.14446
H 4.28443 0.80894 1.14518
C -1.64358 1.14791 3.18568
C -0.07133 1.05047 3.11419
O 0.16212 -0.01008 4.07372
C -0.80063 0.08591 5.04807
O -0.64505 -0.46133 6.18544
O -1.83237 0.81719 4.57177
F 0.55764 2.22822 3.49087
H -2.16657 0.38597 2.60774
H -2.17050 2.06784 2.93231
H 0.26477 0.94493 2.08269
C 1.45098 -3.66305 3.53916
C 0.78341 -2.47647 4.17931
O -0.49598 -2.76678 3.55909
C -0.31337 -3.17195 2.25595
O -1.03427 -3.05702 1.28079
O 0.96175 -3.55409 2.20303
F 1.30520 -1.36507 3.59932
H 1.51320 -4.57303 4.13596
H 2.52504 -3.48325 3.49248
H 0.85581 -2.40916 5.26482
C -2.11091 -0.09433 -2.22719
C -3.66327 0.04156 -2.11020
O -3.88740 1.41749 -2.15659
C -2.76208 2.06616 -1.91565
O -2.48420 3.28231 -1.96947
O -1.73244 1.13538 -1.74027
F -3.96706 -0.62574 -1.08056
H -1.70427 -0.27927 -3.22144
H -1.75975 -0.91428 -1.60072
H -4.20606 -0.38842 -2.95198
C 0.93694 -1.26705 -0.24930
C 0.07465 -0.89850 0.93703
O -0.34285 0.36738 0.69474
C 0.12619 0.78976 -0.48465
O 0.00707 1.87854 -0.97911
O 0.82236 -0.20451 -1.11118
F 0.52485 -0.95982 2.22293
H 0.45122 -1.93657 -0.95916
H 1.92732 -1.60301 0.05792
H -0.75449 -1.60402 0.99059
C 4.50488 -0.67658 -1.31621
C 4.11584 -0.61245 -2.75445
O 3.17930 -1.64466 -2.94080
C 2.65439 -1.95708 -1.75017
O 1.72922 -2.63055 -1.50307
O 3.40163 -1.41010 -0.79664
F 5.19210 -1.07598 -3.32834
H 4.60106 0.35673 -0.98287
H 5.38813 -1.29732 -1.16568
H 3.77123 0.37742 -3.05362
C -0.58015 2.59395 0.97080
C -0.01993 3.98130 1.44034
O -1.15682 4.67419 1.99242
C -2.13592 3.80871 2.12690
O -3.28410 4.12855 2.45479
O -1.83964 2.64415 1.54004
F 0.55017 4.55339 0.41075
H 0.01295 1.68015 0.93461
H -0.89007 2.89256 -0.03064
H 0.71983 3.75678 2.20873
C -4.03386 -3.00543 -0.04025
C -3.62503 -1.88631 0.79345
O -2.28679 -1.64913 0.38839
C -1.83344 -2.69279 -0.25341
O -0.78250 -2.84519 -0.80202
O -2.81395 -3.58612 -0.37175
F -3.72519 -2.36252 2.01807
H -4.50857 -2.77883 -0.99492
H -4.50455 -3.69832 0.65722
H -4.37211 -1.09342 0.82959
C -1.08663 -2.45693 -3.75932
C 0.26527 -2.14923 -3.14191
O 0.76965 -1.36226 -4.30714
C -0.14387 -0.75172 -4.88095
O 0.00475 0.10669 -5.76748
O -1.35028 -1.28761 -4.48164
F 1.01370 -3.26300 -2.95142
H -1.69206 -2.77394 -2.91018
H -0.88253 -3.29881 -4.42089
H 0.32307 -1.55359 -2.23089
C -0.69153 3.96736 -3.39191
C 0.23044 3.89873 -2.20370
O 1.15256 2.96819 -2.71623
C 0.43977 2.12641 -3.54103
O 0.80741 1.01147 -3.90070
O -0.73397 2.63960 -3.88995
F -0.35299 3.51145 -1.11277
H -0.30432 4.66118 -4.13809
H -1.68260 4.40889 -3.28733
H 0.66872 4.87476 -1.99544

#two
100
Properties=species:S:1:pos:R:3 method="wB97M-V/def2-TZVPD" charge=0 orbital_gap_ha=0.3717 e_lumo_ev=-0.64 smiles="O=C1OC[C@@H](F)O1.O=C1OC[C@@H](F)O1.O=C1OC[C@@H](F)O1.O=C1OC[C@@H](F)O1.O=C1OC[C@@H](F)O1.O=C1OC[C@@H](F)O1.O=C1OC[C@@H](F)O1.O=C1OC[C@@H](F)O1.O=C1OC[C@@H](F)O1.O=C1OC[C@@H](F)O1"
O -7.53470 0.79364 -7.51875
C -6.51445 1.52373 -7.42424
O -5.84188 2.13979 -8.45959
C -4.84766 3.04349 -8.02788
C -4.67492 2.66044 -6.55088
F -4.61371 3.84591 -6.10210
O -5.86785 1.91979 -6.31487
H -3.93345 3.06672 -8.62099
H -5.26030 4.03991 -8.18593
H -3.70691 2.16814 -6.45752
O -6.03392 4.63999 -0.56955
C -6.62697 5.54400 -1.18075
O -7.89540 5.59927 -1.36067
C -8.28230 6.63204 -2.27545
C -6.95824 7.42895 -2.25787
F -7.08203 8.51911 -1.49283
O -6.04358 6.54906 -1.73453
H -8.64982 6.28613 -3.24156
H -9.04294 7.31491 -1.89703
H -6.73862 7.82274 -3.25024
O 5.17410 -1.71578 9.71133
C 4.58630 -1.87289 8.62878
O 4.79001 -2.84162 7.90976
C 3.87671 -2.97173 6.82655
C 3.50145 -1.54219 6.61181
F 2.24897 -1.46459 6.11653
O 3.74313 -0.99809 7.97830
H 4.43424 -3.28001 5.94212
H 3.07598 -3.64507 7.13237
H 4.27354 -1.12124 5.96779
O 4.34810 4.89497 6.04425
C 5.16597 4.97624 6.95570
O 6.48532 5.00122 6.80997
C 7.12411 4.92579 8.09374
C 6.02365 4.59998 9.03100
F 6.07178 5.43345 10.05852
O 4.82989 4.85189 8.25151
H 7.91193 4.17566 8.02483
H 7.67724 5.80714 8.41837
H 6.16522 3.60132 9.44423
O -2.10890 6.23995 7.20160
C -2.15224 5.26587 6.48727
O -1.51779 4.10692 6.66753
C -2.39100 3.13773 6.25013
C -2.87446 3.79002 4.99070
F -4.02736 3.38693 4.66391
O -2.88526 5.09807 5.48380
H -1.93668 2.17705 6.00765
H -3.15547 2.92940 6.99864
H -2.21679 3.83691 4.12272
O -0.35421 -8.00391 -4.82736
C -1.11841 -7.07070 -4.82482
O -2.09553 -6.98138 -5.68448
C -3.00306 -5.92871 -5.25553
C -2.19475 -5.12428 -4.35634
F -2.82379 -4.59704 -3.24837
O -1.08340 -6.01498 -3.97909
H -3.32912 -5.24053 -6.03539
H -3.94605 -6.22628 -4.79689
H -1.70774 -4.26792 -4.82277
O 1.70707 1.13754 1.62221
C 0.83659 0.78584 0.89540
O -0.33832 0.30425 1.26936
C -1.16858 -0.09297 0.19419
C -0.35976 0.39859 -1.02588
F -0.80896 1.56766 -1.34904
O 0.93406 0.51484 -0.42006
H -1.25402 -1.17877 0.15109
H -2.15292 0.36999 0.26370
H -0.42441 -0.28374 -1.87344
O -0.94772 -5.11078 -10.46417
C -0.64255 -4.01002 -10.05763
O -1.42209 -3.01208 -10.14078
C -0.84139 -2.05600 -9.24801
C 0.44726 -2.54549 -8.80295
F 0.55833 -2.52450 -7.50847
O 0.35732 -3.81745 -9.29386
H -0.90287 -1.01230 -9.55624
H -1.44794 -2.06713 -8.34242
H 1.28437 -2.03198 -9.27587
O 7.04813 -2.34970 1.59271
C 7.06644 -1.19411 1.19632
O 7.59549 -0.15928 1.86762
C 7.21924 1.12918 1.37872
C 6.69799 0.74261 0.04360
F 7.54997 1.02383 -0.98795
O 6.60393 -0.68403 0.05367
H 6.44466 1.53992 2.02635
H 8.05967 1.82258 1.34749
H 5.70776 0.95111 -0.36147
O -1.81760 -6.95936 1.40971
C -0.59232 -7.24715 1.40428
O 0.44105 -6.48422 0.88983
C 1.59639 -7.31343 0.73624
C 1.22509 -8.44884 1.72440
F 1.68854 -8.04976 2.83750
O -0.20867 -8.56529 1.66616
H 1.76556 -7.71164 -0.26421
H 2.53486 -6.82444 0.99749
H 1.52438 -9.41879 1.32724

Tell me which of them is the most stable. Sure, it is #two.

#one
19
Properties=species:S:1:pos:R:3 method="wB97M-V/def2-TZVPD" charge=0 orbital_gap_ha=0.3952 e_lumo_ev=0.41 smiles="CC(CO)(CO)C(=O)O"
C -0.86014 0.48189 1.74654
C -0.10088 0.25481 0.51214
C 0.96953 -0.83310 0.98590
O 1.94966 -1.13473 -0.03182
C 0.48966 1.56100 -0.09866
O 1.36809 1.31815 -1.25640
C -1.07595 -0.50068 -0.42816
O -0.86255 -1.58970 -0.94364
O -2.12206 0.21183 -0.78815
H -1.73783 1.06791 1.58486
H -1.15192 -0.44194 2.28697
H -0.29279 0.96956 2.53020
H 0.38668 -1.81507 1.18921
H 1.58012 -0.56662 1.88210
H 1.42423 -1.49965 -0.79208
H -0.21971 2.31204 -0.42956
H 1.09236 2.26853 0.69075
H 1.96196 0.54070 -0.95069
H -2.24162 0.93671 -0.13833

#two
19
Properties=species:S:1:pos:R:3 method="wB97M-V/def2-TZVPD" charge=0 orbital_gap_ha=0.4070 e_lumo_ev=0.75 smiles="CC(C)(C)OOC(=O)O"
C 1.35616 0.48715 -1.37047
C 0.06253 -0.01796 -0.76735
C -1.17071 0.37221 -1.55978
C 0.09982 -1.45099 -0.37041
O -0.19292 0.93458 0.54568
O 0.81425 0.77587 1.57999
C -0.12383 0.25437 2.41805
O -0.52712 -0.89165 2.40243
O -0.35495 1.09824 3.42790
H 1.28117 1.54641 -1.60425
H 2.17131 0.34524 -0.66290
H 1.57628 -0.07108 -2.28051
H -1.10248 -0.04985 -2.56155
H -2.06892 -0.00731 -1.07922
H -1.23739 1.45516 -1.64015
H -0.20610 -2.11600 -1.17141
H 1.06279 -1.75307 0.03424
H -0.57986 -1.55549 0.53789
H -0.86003 0.64416 4.12181

Tell me which of them is the most stable. Sure, it is #one.

#one
17
Properties=species:S:1:pos:R:3 method="wB97M-V/def2-TZVPD" charge=+1 orbital_gap_ha=0.3538 e_lumo_ev=-3.21
C -0.82399 -1.73562 -1.63330
N 0.73376 -1.68332 -1.29727
H -1.28760 -0.70827 -1.88237
H -1.17981 -2.11699 -0.64681
H -0.89780 -2.34481 -2.56947
H 1.31109 -2.00646 -1.98295
H 0.85459 -0.71459 -0.67642
H 0.95636 -2.34169 -0.59541
C 1.03519 1.48714 2.20402
S 0.46932 0.58504 0.65311
C -0.99932 1.53417 0.33363
H 0.66106 0.83723 3.12603
H 2.25932 1.50815 2.17026
H 0.71129 2.55359 2.17073
H -1.63007 0.89223 -0.30839
H -0.57715 2.34221 -0.29973
H -1.59624 1.91200 1.23432

#two
17
Properties=species:S:1:pos:R:3 method="wB97M-V/def2-TZVPD" charge=+1 orbital_gap_ha=0.3386 e_lumo_ev=-3.66
C 1.69738 -2.99810 1.37004
N 0.80751 -1.79687 1.11014
H 2.46974 -2.98376 0.61056
H 2.11137 -2.91185 2.37202
H 1.11539 -3.89999 1.19145
H -0.16663 -1.90929 1.40177
H 0.84495 -1.45344 0.14318
H 1.17040 -1.01178 1.65869
C -0.85048 3.06452 -0.79102
C -1.61988 1.85743 -1.24659
S -0.81754 0.28141 -0.73889
H -0.69181 3.07632 0.28942
H -1.40282 3.97485 -1.01597
H 0.13635 3.17460 -1.22665
H -2.62501 1.83243 -0.84518
H -1.75098 1.82200 -2.32669
H -0.42794 -0.11849 -1.95630

Tell me which of them is the most stable. Sure, it is #two.

#one
11
Properties=species:S:1:pos:R:3 method="wB97M-V/def2-TZVPD" charge=+1 orbital_gap_ha=0.4402 e_lumo_ev=-4.13 smiles="[NH3+]CC(=O)O"
N -0.01128 -1.39168 0.31368
C 0.30400 -0.16212 -0.46506
C -0.27748 1.02163 0.15936
O -0.75219 0.97337 1.27582
O 0.15121 2.15521 -0.55827
H -1.04638 -1.36267 0.30293
H 0.21244 -1.32912 1.32276
H 0.34095 -2.27691 -0.07353
H 1.42084 -0.19243 -0.73452
H -0.17070 -0.34610 -1.46121
H -0.17140 2.91081 -0.08197

#two
11
Properties=species:S:1:pos:R:3 method="wB97M-V/def2-TZVPD" charge=+1 orbital_gap_ha=0.3930 e_lumo_ev=-5.01
C -1.40188 1.83479 0.10814
N -0.13983 1.78170 0.08092
H -1.97619 1.01387 -0.29703
H -1.87205 2.75660 0.43054
H 0.55746 2.47830 0.32335
H 0.30240 0.90048 -0.26944
O 1.29362 -0.46825 -0.26935
C 0.75169 -1.53997 -0.24477
O -0.46513 -1.59693 0.29218
H 1.15126 -2.47301 -0.63123
H -0.94777 -2.41720 0.15845

Tell me which of them is the most stable. Sure, it is #one.

#one
16
Properties=species:S:1:pos:R:3 method="wB97M-V/def2-TZVPD" charge=0 orbital_gap_ha=0.3439 e_lumo_ev=0.90 smiles="C=C[C@H]1P[C@@H]1C=C"
C -2.77096 -0.23655 0.45167
C -1.83788 -0.67004 -0.43172
C -0.50389 -0.04492 -0.48792
P -0.61050 1.85799 -0.12237
C 0.22976 0.44236 0.73687
C 1.94324 0.33376 0.59045
C 2.56722 -0.29912 -0.38774
H -3.69595 -0.63524 0.55496
H -2.68643 0.49869 1.18551
H -1.91715 -1.42322 -1.06742
H 0.00779 -0.26461 -1.42002
H 0.38159 2.17949 -1.10637
H -0.24910 0.34049 1.63980
H 2.27473 0.91559 1.42247
H 3.68483 -0.15498 -0.53544
H 1.95402 -0.86587 -1.14448

#two
16
Properties=species:S:1:pos:R:3 method="wB97M-V/def2-TZVPD" charge=0 orbital_gap_ha="0.2519 / 0.3133" e_lumo_ev="-0.93 / 0.12"
C -1.21118 0.84220 0.54985
C 0.98508 1.85324 -0.70776
C -0.51542 -1.71212 0.25528
C -0.22209 -0.28877 0.68936
C 0.27683 1.00555 -1.70399
C 0.01986 0.79991 -0.33886
P 0.95970 -2.92158 0.32714
H -2.00781 0.78432 -0.18919
H -1.22719 1.59268 1.28079
H 2.06661 1.71140 -0.55943
H 0.76831 2.92107 -0.62953
H -1.12241 -2.16220 1.07026
H -0.86365 -1.84201 -0.76944
H 0.31907 -0.25532 1.58237
H 0.48254 0.25179 -2.58896
H 1.29177 -2.58015 1.73209

Tell me which of them is the most stable. Sure, it is #one.